{"formula": "C23H78N8O16", "method": "ωB97M-V/def2-TZVPD", "e_above_lowest_ev": 1.866, "charge": 0, "fmax_ev_per_a": 8.8, "homo_ev": -8.874, "homo_lumo_gap_ev": 9.045, "species": ["C", "C", "O", "H", "H", "H", "H", "H", "H", "C", "C", "O", "H", "H", "H", "H", "H", "H", "C", "C", "O", "H", "H", "H", "H", "H", "H", "C", "C", "O", "H", "H", "H", "H", "H", "H", "C", "C", "O", "H", "H", "H", "H", "H", "H", "C", "C", "O", "H", "H", "H", "H", "H", "H", "C", "C", "O", "H", "H", "H", "H", "H", "H", "C", "O", "N", "N", "H", "H", "H", "H", "C", "O", "N", "N", "H", "H", "H", "H", "C", "O", "N", "N", "H", "H", "H", "H", "C", "O", "N", "N", "H", "H", "H", "H", "C", "O", "H", "H", "H", "H", "C", "O", "H", "H", "H", "H", "C", "O", "H", "H", "H", "H", "C", "O", "H", "H", "H", "H", "C", "O", "H", "H", "H", "H"], "positions_angstrom": [[-3.6801, -0.4017, -4.0433], [-4.4761, -1.6287, -4.5623], [-5.3811, -1.1287, -5.4463], [-2.9501, -0.6687, -3.2673], [-4.3381, 0.3623, -3.6973], [-3.1671, 0.0133, -4.8413], [-5.0701, -2.0717, -3.7563], [-3.8851, -2.3917, -4.9883], [-5.3241, -1.5847, -6.2873], [-0.1201, 1.8373, 3.4207], [-1.1991, 2.0873, 4.4507], [-1.3171, 3.5083, 4.6317], [-0.0881, 0.8013, 3.0257], [0.8049, 2.1003, 3.8217], [-0.2211, 2.3903, 2.4997], [-0.8881, 1.5333, 5.4087], [-2.0161, 1.4283, 4.3107], [-1.2731, 3.6593, 5.5777], [-0.1721, 0.1443, -0.8523], [0.0919, -0.4287, 0.5797], [1.3609, -0.1587, 1.0277], [-1.1901, -0.2597, -1.1273], [0.4799, -0.2207, -1.5603], [-0.1861, 1.2223, -0.8823], [-0.1041, -1.5177, 0.5657], [-0.6121, -0.2137, 1.3797], [2.0419, -0.8517, 0.8827], [-0.3861, -0.2487, -4.2623], [0.9929, 0.0803, -4.5873], [1.4669, -1.0997, -5.1673], [-0.5621, -1.1657, -3.7683], [-0.9051, -0.1327, -5.2323], [-0.8481, 0.5163, -3.5593], [1.5619, 0.3273, -3.7503], [0.9419, 0.9733, -5.1743], [2.4279, -0.9867, -5.4323], [-2.9691, -2.6587, 0.8657], [-2.2281, -3.6087, 1.7597], [-2.1381, -4.8267, 1.0257], [-2.3791, -2.1197, 0.1247], [-3.5061, -1.9257, 1.4627], [-3.7081, -3.2347, 0.3007], [-2.9411, -3.7437, 2.6627], [-1.2771, -3.3097, 2.1147], [-1.6861, -5.5347, 1.5127], [2.1389, 3.5063, -3.8223], [0.6999, 3.4003, -3.3263], [0.0999, 4.6373, -3.6663], [2.6739, 4.2023, -3.2823], [2.2779, 3.6803, -4.8713], [2.6519, 2.5603, -3.5673], [0.5979, 3.4613, -2.2783], [0.1119, 2.5983, -3.7783], [0.6809, 5.3553, -3.5423], [4.0719, -0.4107, 4.2987], [3.2599, 0.6003, 3.4907], [3.9999, 1.0123, 2.3207], [3.8739, -1.4387, 3.9827], [3.7579, -0.2567, 5.3867], [5.1289, -0.2837, 4.1977], [3.1279, 1.5283, 4.0457], [2.2269, 0.2373, 3.3127], [3.4299, 1.3473, 1.5937], [5.6909, -1.9677, 1.2917], [6.5429, -1.3107, 2.0897], [4.7969, -1.2617, 0.6967], [5.6239, -3.2307, 0.9997], [4.7639, -0.2707, 0.8797], [4.2489, -1.6387, 0.0097], [6.4109, -3.8547, 1.3557], [4.8199, -3.6277, 0.5077], [-2.8741, -1.1857, 4.5207], [-1.9951, -1.3447, 3.3697], [-3.8981, -0.3967, 4.4867], [-2.8301, -1.9057, 5.5867], [-4.0911, 0.2493, 3.6977], [-4.6421, -0.4867, 5.1987], [-1.9221, -2.5137, 5.6107], [-3.1801, -1.6187, 6.5357], [-3.6851, 2.6423, -2.1113], [-4.0421, 1.5013, -1.4863], [-2.6251, 3.3083, -1.8043], [-4.2391, 3.1373, -3.1793], [-2.1621, 3.0303, -0.9813], [-2.3811, 4.3073, -2.0953], [-5.0861, 2.6523, -3.4783], [-4.0541, 4.1033, -3.6453], [3.1459, 2.2343, -0.8483], [3.6139, 3.4833, -1.1393], [2.5489, 2.0813, 0.2967], [3.3259, 1.1463, -1.5683], [2.4199, 2.8473, 0.9137], [1.9569, 1.2213, 0.5317], [3.7449, 1.0703, -2.4473], [2.9689, 0.2213, -1.1963], [-3.0071, 1.0323, 1.5097], [-4.2811, 1.1163, 2.0427], [-2.6821, 1.9363, 1.0297], [-2.9111, 0.2873, 0.7877], [-2.2801, 0.8153, 2.3217], [-4.9651, 0.9623, 1.3087], [-1.6571, 4.4823, 1.1637], [-0.9031, 3.6783, 0.2587], [-1.0561, 5.1163, 1.8377], [-2.2461, 3.8783, 1.9137], [-2.3791, 5.2073, 0.6767], [-0.0531, 3.5303, 0.6387], [3.2739, -2.2017, -2.1153], [2.5589, -1.7897, -0.9263], [3.1209, -1.3347, -2.7413], [2.7569, -3.0117, -2.6733], [4.3429, -2.3207, -1.9333], [1.6329, -2.0637, -0.9283], [0.3109, -3.9697, -0.9593], [0.1869, -2.8287, -1.7243], [-0.3561, -4.6787, -1.4883], [0.0959, -3.7447, 0.1027], [1.3419, -4.3697, -1.0933], [0.3549, -3.0367, -2.6033], [1.6859, -3.4317, 2.3487], [3.0879, -3.6237, 2.2077], [1.1739, -4.3577, 2.4737], [1.2359, -2.9197, 1.4877], [1.3689, -2.7177, 3.0437], [3.5489, -2.8597, 1.7757]], "lowdin_charge": [-0.065, -0.329, -0.063, 0.068, 0.038, 0.035, 0.111, 0.096, 0.088, -0.076, -0.292, -0.056, 0.064, 0.045, 0.055, 0.137, 0.051, 0.079, -0.027, -0.273, -0.112, 0.097, 0.012, 0.060, 0.091, 0.081, 0.091, -0.107, -0.372, -0.071, 0.054, 0.099, 0.091, 0.064, 0.108, 0.124, -0.084, -0.333, -0.105, 0.060, 0.058, 0.086, 0.132, 0.060, 0.089, -0.074, -0.274, -0.086, 0.035, 0.078, 0.048, 0.083, 0.096, 0.056, -0.070, -0.299, -0.113, 0.057, 0.096, 0.057, 0.094, 0.087, 0.014, -0.679, -0.076, 0.182, 0.157, 0.108, 0.014, 0.168, 0.112, -0.583, -0.166, 0.169, 0.130, 0.091, 0.137, 0.172, 0.142, -0.665, -0.093, 0.174, 0.139, 0.037, 0.160, 0.115, 0.170, -0.599, -0.104, 0.137, 0.199, 0.121, 0.083, 0.087, 0.098, -0.190, -0.127, 0.052, 0.046, 0.050, 0.144, -0.148, -0.153, 0.085, 0.079, 0.098, 0.048, -0.073, -0.204, 0.053, 0.100, 0.092, 0.029, -0.133, -0.123, 0.108, 0.063, 0.096, 0.058, -0.140, -0.115, 0.082, 0.036, 0.064, 0.043]}